Entry 1:
56
Properties=species:S:1:pos:R:3 method="wB97M-V/def2-TZVPD" charge=+2 total_energy_ev=-57156.23382 mol_weight_g_mol=705.93 multiplicity=1 orbital_gap_ev=6.62 de_lowest_ev=0.000
Ag 0.803 -0.623 -2.269
Ag -0.513 2.718 -1.850
Ag 4.021 0.878 -0.289
N 0.333 0.550 0.445
O -0.498 0.681 -0.531
O -0.067 0.572 1.591
O 1.572 0.367 0.185
C -2.541 3.183 1.710
O -3.786 3.348 1.024
P -3.923 3.175 -0.568
O -2.659 3.180 -1.349
O -4.773 1.836 -0.698
C -4.276 0.615 -0.207
O -4.949 4.243 -0.982
C -4.705 5.264 -1.948
H -2.517 2.215 2.211
H -2.376 3.946 2.466
H -1.736 3.192 0.972
H -4.413 -0.154 -0.977
H -4.743 0.308 0.729
H -3.182 0.596 -0.085
H -3.691 5.657 -1.858
H -5.319 6.132 -1.707
H -4.935 4.981 -2.971
C 1.138 -3.369 -1.077
O 0.076 -2.454 -0.842
C -0.830 -2.846 0.202
C -2.223 -2.273 -0.077
O -2.941 -2.988 -1.055
C -2.440 -2.873 -2.382
H 1.857 -2.958 -1.791
H 0.752 -4.299 -1.510
H 1.630 -3.653 -0.143
H -0.379 -2.452 1.118
H -0.952 -3.931 0.262
H -2.105 -1.245 -0.440
H -2.790 -2.336 0.850
H -2.274 -1.831 -2.686
H -3.257 -3.179 -3.039
H -1.628 -3.592 -2.481
C 3.512 1.434 2.830
O 4.333 0.640 1.964
C 4.277 -0.762 2.265
C 5.364 -1.445 1.456
O 4.876 -1.460 0.103
C 5.752 -2.044 -0.834
H 3.773 2.478 2.659
H 3.567 1.238 3.900
H 2.472 1.292 2.519
H 3.295 -1.178 2.015
H 4.392 -0.926 3.338
H 5.431 -2.466 1.831
H 6.247 -0.809 1.508
H 6.806 -1.832 -0.644
H 5.569 -1.635 -1.838
H 5.571 -3.107 -1.022

***

Entry 2:
14
Properties=species:S:1:pos:R:3 method="wB97M-V/def2-TZVPD" charge=0 total_energy_ev=-9844.13878 smiles="O=C[C@@H]1NCC1=O.[H][H]" mol_weight_g_mol=101.10 multiplicity=1 orbital_gap_ev=10.33 de_lowest_ev=3.141
O 1.781 0.363 1.254
C 1.431 -0.367 0.357
C 0.552 0.122 -0.777
N 0.251 1.556 -0.720
C -1.105 1.333 -0.170
C -0.950 -0.143 -0.509
O -1.665 -1.097 -0.591
H 1.733 -1.430 0.321
H 0.925 -0.259 -1.737
H 0.869 2.021 -0.060
H -1.193 1.480 0.916
H -1.913 1.867 -0.679
H -0.175 -2.752 1.521
H -0.538 -2.694 0.874

***

Entry 3:
16
Properties=species:S:1:pos:R:3 method="wB97M-V/def2-TZVPD" charge=0 total_energy_ev=-10889.45941 smiles="CCNC(=O)O.O" mol_weight_g_mol=107.11 multiplicity=1 orbital_gap_ev=10.74 de_lowest_ev=1.122
C 1.328 -1.585 -0.129
C 1.199 -0.248 0.707
N -0.081 0.174 1.392
C -0.867 1.255 0.967
O -0.862 1.709 -0.128
O -1.914 1.588 1.865
H 2.242 -1.973 -0.267
H 0.728 -2.329 0.311
H 0.928 -1.343 -1.127
H 2.025 -0.385 1.355
H 1.520 0.565 0.092
H -0.353 -0.293 2.213
H -2.211 2.443 1.585
O -1.286 -0.242 -2.899
H -1.435 0.322 -3.684
H -0.960 0.342 -2.251